1.
167
Properties=species:S:1:pos:R:3:mulliken_charge:R:1 method="wB97M-V/def2-TZVPD" de_lowest_ev=5.160 e_tot_ha=-5355.1338 e_lumo_ev=-0.66 charge=0 homo_ev=-8.0
C 1.085 5.083 -1.288 -1.20
C 0.943 5.798 0.060 -0.55
C 2.157 5.538 0.967 0.98
C 1.899 5.737 2.466 -1.37
C 2.917 5.006 3.347 -0.60
C 3.054 3.512 3.055 -0.03
C 3.807 2.799 4.184 -0.24
C 3.713 1.266 4.214 -0.95
C 3.232 0.568 2.944 -0.17
C 3.402 -0.956 3.126 -0.43
C 2.325 -1.793 2.517 0.75
C 1.752 -2.848 3.240 -0.74
C 0.741 -3.645 2.709 -0.75
C 0.276 -3.378 1.421 0.86
C 0.850 -2.332 0.691 0.53
C 1.863 -1.551 1.222 -1.05
C 0.329 -2.108 -0.676 -0.16
O 1.006 -1.702 -1.600 -0.59
C -1.123 -2.421 -0.847 0.50
C -1.877 -1.678 -1.735 -1.82
C -3.232 -1.941 -1.840 -0.43
C -3.870 -2.935 -1.098 1.23
C -5.364 -3.164 -1.229 0.45
C -6.196 -1.910 -1.548 -2.26
C -6.751 -1.857 -2.953 1.41
F -7.204 -0.591 -3.169 -0.39
F -5.763 -2.080 -3.865 -0.27
C -7.966 -2.821 -3.237 0.55
F -8.305 -3.396 -2.049 -0.34
F -9.040 -2.133 -3.648 -0.29
C -7.726 -4.022 -4.197 0.55
F -8.876 -4.722 -4.194 -0.30
F -6.766 -4.811 -3.672 -0.26
C -7.348 -3.781 -5.712 0.58
F -6.012 -3.801 -5.856 -0.30
F -7.827 -4.849 -6.396 -0.30
C -7.957 -2.544 -6.416 0.74
F -7.558 -1.405 -5.837 -0.26
F -9.298 -2.665 -6.347 -0.29
C -7.607 -2.452 -7.934 0.49
F -8.236 -3.365 -8.652 -0.23
F -6.293 -2.529 -8.141 -0.22
F -8.015 -1.250 -8.347 -0.25
C -3.091 -3.741 -0.234 0.43
C -3.734 -4.869 0.543 -1.60
C -4.188 -6.042 -0.340 -0.32
C -3.102 -6.880 -0.959 0.71
F -2.315 -6.207 -1.814 -0.28
F -3.696 -7.868 -1.699 -0.21
F -2.335 -7.505 -0.062 -0.28
C -1.719 -3.457 -0.112 0.66
C -0.803 -4.193 0.817 -0.42
O -0.908 -5.383 1.078 -0.76
H 0.100 4.914 -1.724 0.43
H 1.537 4.100 -1.151 0.33
H 1.686 5.653 -1.994 0.14
H 0.868 6.875 -0.093 0.30
H 0.047 5.411 0.547 0.40
H 2.944 6.252 0.712 -0.30
H 2.553 4.548 0.749 -0.06
H 0.859 5.511 2.728 0.40
H 2.066 6.800 2.628 0.26
H 2.679 5.125 4.407 0.61
H 3.870 5.492 3.167 0.09
H 3.658 3.430 2.150 -0.12
H 2.067 3.078 2.871 0.37
H 4.844 3.132 4.102 0.31
H 3.426 3.187 5.128 -0.12
H 4.703 0.872 4.456 0.25
H 3.022 0.986 5.009 0.20
H 2.164 0.773 2.823 0.43
H 3.720 0.915 2.033 0.20
H 3.473 -1.156 4.194 0.03
H 4.372 -1.220 2.695 0.35
H 2.127 -3.054 4.235 0.33
H 0.328 -4.459 3.289 0.41
H 2.271 -0.744 0.627 0.53
H -1.442 -0.883 -2.324 0.55
H -3.807 -1.336 -2.528 0.34
H -5.516 -3.945 -1.970 -0.05
H -5.730 -3.563 -0.287 0.15
H -6.982 -1.738 -0.819 0.48
H -5.547 -1.040 -1.479 0.49
H -3.079 -5.251 1.315 0.57
H -4.634 -4.505 1.039 0.52
H -4.833 -5.722 -1.153 0.03
H -4.772 -6.739 0.262 0.51
C 3.943 9.486 2.182 0.51
O 3.285 8.526 2.533 -0.57
N 3.781 10.733 2.723 -0.45
N 4.910 9.381 1.216 -0.35
H 4.320 11.532 2.449 0.14
H 3.085 10.834 3.438 0.24
H 5.073 8.466 0.833 0.26
H 5.476 10.148 0.910 0.16
C -2.187 -4.550 -8.373 0.58
O -0.979 -4.670 -8.443 -0.64
N -3.036 -5.626 -8.399 -0.33
N -2.801 -3.332 -8.265 -0.34
H -4.034 -5.547 -8.344 0.18
H -2.619 -6.533 -8.482 0.19
H -2.211 -2.522 -8.246 0.18
H -3.795 -3.214 -8.208 0.23
C 6.005 4.256 7.155 0.66
O 5.195 5.054 6.727 -0.59
N 5.722 2.931 7.326 -0.29
N 7.283 4.628 7.504 -0.42
H 6.380 2.264 7.681 0.17
H 4.796 2.619 7.080 0.15
H 7.524 5.594 7.389 0.23
H 7.969 3.991 7.858 0.14
C 6.201 4.578 0.897 0.35
O 5.353 5.199 1.512 -0.60
N 6.265 4.634 -0.465 -0.35
N 7.132 3.787 1.518 -0.47
H 6.942 4.147 -1.020 0.08
H 5.570 5.203 -0.917 1.04
H 7.092 3.735 2.519 0.27
H 7.832 3.266 1.027 0.14
C 2.992 -2.011 7.073 0.72
O 3.677 -1.107 6.634 -0.62
N 1.698 -1.810 7.469 -0.40
N 3.454 -3.294 7.198 -0.43
H 1.108 -2.534 7.832 0.15
H 1.339 -0.875 7.391 0.21
H 4.398 -3.471 6.910 0.22
H 2.902 -4.051 7.554 0.15
C 4.717 6.143 -1.553 -0.39
O 4.420 6.938 -2.430 -0.75
N 5.733 6.381 -0.668 -0.19
N 4.052 4.964 -1.378 -0.18
H 5.987 5.748 0.066 0.37
H 6.233 7.243 -0.766 0.26
H 3.287 4.766 -1.998 0.35
H 4.276 4.305 -0.657 0.06
C 3.141 -6.439 0.871 0.66
O 3.367 -5.985 1.980 -0.64
N 4.146 -6.861 0.039 -0.40
N 1.877 -6.564 0.370 -0.25
H 3.986 -7.235 -0.876 0.15
H 5.085 -6.780 0.378 0.23
H 1.117 -6.259 0.954 0.13
H 1.673 -6.935 -0.537 0.16
C 0.887 3.229 6.554 0.75
O 1.863 2.647 6.993 -0.57
N 0.299 2.874 5.371 -0.30
N 0.316 4.291 7.198 -0.48
H -0.490 3.349 4.978 0.18
H 0.715 2.114 4.864 0.15
H 0.740 4.585 8.057 0.22
H -0.476 4.792 6.845 0.14
C -5.877 -9.794 -4.610 0.65
O -6.911 -10.390 -4.372 -0.64
N -5.022 -9.375 -3.631 -0.28
N -5.487 -9.491 -5.890 -0.38
H -4.170 -8.880 -3.809 0.15
H -5.274 -9.580 -2.683 0.14
H -6.092 -9.785 -6.634 0.21
H -4.640 -9.003 -6.110 0.17
C -2.070 5.468 -5.084 0.62
O -1.993 5.473 -3.872 -0.61
N -1.055 5.004 -5.878 -0.35
N -3.174 5.926 -5.755 -0.41
H -1.094 4.987 -6.879 0.17
H -0.234 4.661 -5.415 0.21
H -3.934 6.273 -5.201 0.21
H -3.255 5.930 -6.753 0.16

2.
16
Properties=species:S:1:pos:R:3:nbo_charge:R:1 method="wB97M-V/def2-TZVPD" de_lowest_ev=4.325 e_tot_ha=-325.7786 e_lumo_ev="0.32 / 0.22" charge=0 homo_ev="-8.7 / -8.4"
C 2.354 0.656 -0.411 -0.25
O 1.087 0.581 -1.021 -0.54
C -0.859 -0.038 0.131 0.20
C -1.838 -0.546 -0.879 -0.68
C -0.596 -0.820 1.375 -0.67
C 0.035 0.976 -0.256 0.36
N -0.441 2.003 0.248 -0.37
H 2.282 1.144 0.566 0.19
H 2.764 -0.355 -0.286 0.18
H 2.988 1.244 -1.069 0.19
H -2.034 -1.617 -0.742 0.23
H -1.457 -0.391 -1.895 0.23
H -2.777 -0.006 -0.778 0.25
H -1.497 -0.873 1.989 0.23
H 0.224 -0.390 1.955 0.23
H -0.330 -1.856 1.106 0.23

3.
133
Properties=species:S:1:pos:R:3:mulliken_charge:R:1 method="wB97M-V/def2-TZVPD" e_tot_ha=-22814.1382 smiles="CN(C)C=O.CN(C)C=O.CN(C)C=O.C1CCOC1.C1CCOC1.C1CCOC1.C1CCOC1.C1CCOC1.BrCCBr.BrCCBr.BrCCBr.BrCCBr" e_lumo_ev=0.09 charge=0 homo_ev=-8.7
C -3.301 -22.377 -9.149 -0.76
N -2.436 -21.257 -9.531 0.39
C -1.811 -20.421 -8.464 0.20
C -2.124 -20.964 -10.829 -0.08
O -1.427 -19.993 -11.175 -0.54
H -3.613 -23.002 -9.986 0.21
H -4.228 -22.169 -8.614 0.31
H -2.622 -22.908 -8.481 0.20
H -1.544 -19.467 -8.918 -0.61
H -2.699 -20.330 -7.838 0.53
H -0.955 -20.844 -7.940 -0.19
H -2.639 -21.633 -11.535 0.28
C 1.750 -12.973 -9.760 -0.68
N 3.070 -13.651 -9.716 0.20
C 4.086 -13.136 -8.781 -1.01
C 3.277 -14.729 -10.538 0.37
O 4.328 -15.383 -10.732 -0.68
H 0.957 -13.558 -10.225 -0.03
H 1.849 -11.982 -10.203 0.42
H 1.359 -12.751 -8.767 0.28
H 4.931 -13.812 -8.652 0.31
H 4.389 -12.089 -8.828 0.35
H 3.610 -13.126 -7.800 0.34
H 2.362 -14.930 -11.115 0.16
C -2.894 -16.111 -9.152 -0.76
N -1.874 -15.636 -10.155 0.29
C -1.847 -14.208 -10.407 -0.92
C -1.076 -16.534 -10.812 0.40
O -0.242 -16.316 -11.690 -0.65
H -2.677 -15.759 -8.144 0.22
H -2.927 -17.200 -9.174 0.20
H -3.883 -15.744 -9.429 0.38
H -1.170 -13.709 -9.713 0.15
H -1.505 -13.996 -11.420 0.32
H -2.878 -13.925 -10.196 0.35
H -1.374 -17.560 -10.545 0.05
C 3.695 -17.960 -14.644 0.25
C 4.813 -17.499 -13.776 0.32
C 5.033 -16.060 -14.256 -0.54
O 3.929 -15.742 -15.122 -0.50
C 2.903 -16.662 -14.835 -0.13
H 3.206 -18.790 -14.134 -0.04
H 4.170 -18.367 -15.536 -0.01
H 5.749 -18.058 -13.787 0.47
H 4.459 -17.515 -12.746 -0.67
H 5.898 -15.822 -14.874 0.25
H 4.983 -15.304 -13.472 0.23
H 2.227 -16.686 -15.690 0.33
H 2.357 -16.338 -13.949 -0.03
C 0.643 -21.077 -13.955 0.67
C 1.308 -21.623 -15.298 -0.60
C 1.786 -20.352 -16.052 -0.19
O 0.927 -19.359 -15.540 -0.51
C 0.541 -19.544 -14.165 0.13
H 1.262 -21.259 -13.077 -0.72
H -0.335 -21.519 -13.765 0.34
H 0.574 -22.193 -15.866 0.22
H 2.130 -22.306 -15.086 0.28
H 1.564 -20.382 -17.119 0.38
H 2.846 -20.117 -15.951 0.09
H -0.410 -19.106 -13.859 0.29
H 1.266 -19.007 -13.554 -0.34
C 2.863 -20.007 -10.350 0.87
C 2.934 -20.457 -8.924 1.10
C 3.414 -19.220 -8.156 0.17
O 2.735 -18.212 -8.872 -0.55
C 2.535 -18.512 -10.246 0.83
H 2.087 -20.555 -10.883 -0.74
H 3.818 -20.111 -10.865 0.13
H 3.612 -21.311 -8.923 -0.12
H 1.980 -20.838 -8.560 -0.61
H 4.494 -19.140 -8.276 0.05
H 3.146 -19.285 -7.102 -0.50
H 3.251 -17.916 -10.812 -0.59
H 1.525 -18.360 -10.626 -0.19
C 0.827 -23.867 -5.473 -0.83
C 0.188 -22.579 -5.725 0.46
C 1.234 -21.504 -5.502 0.29
O 2.477 -22.237 -5.302 -0.29
C 2.303 -23.607 -5.695 -0.16
H 0.445 -24.699 -6.064 0.39
H 0.697 -24.177 -4.436 0.26
H -0.685 -22.366 -5.107 0.42
H -0.228 -22.556 -6.732 -0.74
H 1.043 -20.951 -4.583 0.28
H 1.371 -20.941 -6.426 -0.53
H 3.014 -24.264 -5.195 0.34
H 2.628 -23.822 -6.713 0.01
C 7.641 -23.082 -9.781 -0.40
C 6.266 -23.073 -10.399 0.64
C 6.501 -22.726 -11.889 -0.46
O 7.898 -22.557 -11.953 -0.49
C 8.476 -23.450 -10.961 -0.64
H 7.705 -23.658 -8.857 0.27
H 7.925 -22.063 -9.520 0.17
H 5.676 -22.363 -9.819 -0.58
H 5.722 -24.017 -10.362 0.26
H 5.828 -21.975 -12.303 0.33
H 6.294 -23.584 -12.529 0.22
H 9.533 -23.385 -10.703 0.40
H 8.315 -24.494 -11.229 0.29
Br 2.874 -24.124 -12.365 -0.17
C 1.832 -24.842 -10.877 -0.54
C 1.326 -23.680 -9.983 0.24
Br -0.328 -24.239 -8.985 -0.16
H 2.493 -25.518 -10.334 0.34
H 0.953 -25.387 -11.221 0.48
H 1.048 -22.806 -10.572 -0.18
H 2.120 -23.451 -9.273 0.02
Br -0.399 -14.402 -6.989 -0.22
C 0.867 -15.928 -6.958 0.30
C 0.016 -17.224 -7.185 0.16
Br -1.416 -17.347 -5.746 -0.13
H 1.485 -15.946 -6.061 0.44
H 1.505 -15.821 -7.835 -0.15
H 0.658 -18.093 -7.041 -0.40
H -0.436 -17.279 -8.176 0.03
Br 6.308 -19.463 -3.370 -0.17
C 4.733 -18.508 -4.026 -0.26
C 3.416 -19.138 -3.420 -0.56
Br 1.852 -18.443 -4.325 -0.10
H 4.756 -18.513 -5.116 0.01
H 4.820 -17.486 -3.658 0.40
H 3.261 -18.931 -2.361 0.51
H 3.382 -20.226 -3.472 0.27
Br 6.311 -20.652 -7.017 -0.08
C 6.989 -22.178 -5.977 -0.50
C 5.860 -23.203 -5.888 -0.29
Br 6.281 -24.790 -4.685 -0.20
H 7.339 -21.849 -4.999 0.46
H 7.770 -22.617 -6.597 0.38
H 5.601 -23.613 -6.864 0.23
H 4.996 -22.682 -5.476 0.10